(1)
ORCA calculation (ωB97M-V with the def2-TZVPD basis set) on 7 unconnected molecules or ions with the total composition C17H42F3NO9S8 at a distorted geometry.

Cartesian coordinates (Å):
1 O -5.50 3.82 0.85
2 C -4.39 3.67 0.40
3 N -3.21 4.23 0.94
4 C -2.08 3.61 0.31
5 S -1.21 4.97 -0.56
6 O -2.05 5.75 -1.41
7 O -0.55 5.73 0.45
8 C 0.11 4.23 -1.65
9 F 0.42 2.98 -1.31
10 F -0.31 4.27 -2.91
11 F 1.20 4.99 -1.53
12 C -2.63 2.41 -0.45
13 C -4.07 2.78 -0.79
14 S -4.10 3.64 -2.42
15 H -3.23 5.24 0.90
16 H -1.32 3.21 0.98
17 H -2.03 1.95 -1.22
18 H -2.76 1.66 0.33
19 H -4.76 1.96 -0.88
20 H -3.13 2.94 -3.03
21 C -2.92 -2.48 1.54
22 S -2.51 -0.74 1.63
23 O -2.25 -0.29 0.23
24 C -0.91 -0.96 2.42
25 H -3.88 -2.57 1.04
26 H -2.15 -3.01 0.98
27 H -2.99 -2.88 2.55
28 H -0.27 -1.59 1.80
29 H -1.05 -1.41 3.40
30 H -0.45 0.03 2.53
31 C 1.64 -1.37 6.36
32 S 2.04 -0.95 4.66
33 O 1.83 -2.18 3.85
34 C 3.80 -0.76 4.90
35 H 0.58 -1.57 6.43
36 H 2.20 -2.25 6.66
37 H 1.90 -0.52 7.01
38 H 4.21 -1.69 5.29
39 H 3.99 0.06 5.59
40 H 4.24 -0.53 3.93
41 C -0.89 3.11 -7.86
42 S -0.81 3.72 -6.17
43 O -1.48 2.71 -5.31
44 C -1.97 5.07 -6.40
45 H -0.26 2.23 -7.92
46 H -1.92 2.85 -8.10
47 H -0.52 3.88 -8.54
48 H -2.93 4.67 -6.74
49 H -1.57 5.78 -7.12
50 H -2.10 5.56 -5.44
51 C 5.97 -1.42 0.23
52 S 5.36 0.22 0.58
53 O 5.29 0.34 2.06
54 C 3.68 -0.08 0.00
55 H 7.00 -1.48 0.56
56 H 5.38 -2.16 0.76
57 H 5.92 -1.61 -0.85
58 H 3.25 -0.92 0.56
59 H 3.70 -0.30 -1.06
60 H 3.09 0.82 0.18
61 C -4.78 -3.39 -2.24
62 S -5.48 -1.77 -1.90
63 O -5.62 -1.66 -0.42
64 C -7.11 -2.11 -2.56
65 H -3.76 -3.40 -1.86
66 H -5.37 -4.15 -1.74
67 H -4.77 -3.55 -3.32
68 H -7.55 -2.97 -2.04
69 H -7.03 -2.32 -3.63
70 H -7.73 -1.23 -2.41
71 C 5.19 -4.76 3.35
72 S 6.82 -4.37 2.69
73 O 6.64 -4.06 1.25
74 C 7.47 -6.04 2.79
75 H 4.59 -3.85 3.33
76 H 4.71 -5.52 2.72
77 H 5.29 -5.11 4.37
78 H 6.84 -6.72 2.20
79 H 7.50 -6.36 3.83
80 H 8.48 -6.04 2.38

Properties
2S+1: 1
F_max (eV/A): 1.673
Frontier orbital gap (eV): 9.0859
DFT total energy (Eh): -4889.7337

The net atomic charges from Löwdin, expressed in e, are: 0.1224, -0.4651, 0.1020, -0.3431, 0.7557, -0.3071, -0.2792, -0.6617, 0.1510, 0.1309, 0.1470, -0.1885, -0.5024, 0.7971, 0.1403, 0.1341, 0.1119, 0.0789, 0.0996, -0.1352, -0.2581, 0.8312, -0.5546, -0.2801, 0.0216, 0.0612, 0.0562, 0.0587, 0.0489, 0.0462, -0.2688, 0.7887, -0.5631, -0.2615, 0.0464, 0.0565, 0.0534, 0.0556, 0.0605, 0.0163, -0.2722, 0.7957, -0.5604, -0.2615, 0.0485, 0.0578, 0.0523, 0.0600, 0.0538, 0.0508, -0.2828, 0.8201, -0.5676, -0.2658, 0.0487, 0.0318, 0.0610, 0.0565, 0.0538, 0.0451, -0.2673, 0.8053, -0.5571, -0.2699, 0.0462, 0.0589, 0.0533, 0.0576, 0.0527, 0.0510, -0.2608, 0.8167, -0.5575, -0.2721, 0.0385, 0.0613, 0.0545, 0.0578, 0.0524, 0.0491

***

(2)
ORCA calculation (ωB97M-V with the def2-TZVPD basis set) on 14 unconnected molecules or ions with the total composition C28H84O14 at a distorted geometry.

Cartesian coordinates (Å):
1 C -1.96 2.41 -4.75
2 C -0.66 1.58 -4.54
3 O -0.03 2.00 -3.37
4 H -2.48 2.33 -5.72
5 H -1.68 3.46 -4.59
6 H -2.79 2.34 -4.03
7 H 0.03 1.79 -5.34
8 H -0.86 0.47 -4.56
9 H 0.94 2.02 -3.53
10 C -0.81 -2.93 2.57
11 C -1.13 -1.62 3.20
12 O -0.09 -1.18 4.05
13 H -1.63 -3.18 1.92
14 H -0.70 -3.72 3.28
15 H 0.18 -2.81 1.98
16 H -1.99 -1.79 3.87
17 H -1.35 -0.89 2.46
18 H 0.21 -0.29 3.76
19 C -0.57 -3.81 -2.02
20 C -1.33 -3.02 -3.09
21 O -2.54 -2.56 -2.39
22 H -0.62 -3.23 -1.07
23 H 0.39 -4.12 -2.38
24 H -1.14 -4.76 -1.74
25 H -1.69 -3.60 -3.93
26 H -0.69 -2.21 -3.42
27 H -3.23 -2.82 -2.97
28 C -5.11 4.25 -5.19
29 C -6.17 4.66 -4.21
30 O -6.33 3.61 -3.18
31 H -4.96 5.05 -5.91
32 H -5.44 3.43 -5.83
33 H -4.15 3.90 -4.73
34 H -7.20 4.58 -4.61
35 H -6.05 5.58 -3.71
36 H -5.73 3.94 -2.51
37 C -2.54 3.82 -0.05
38 C -3.30 3.70 -1.38
39 O -4.64 4.29 -1.24
40 H -1.51 3.90 -0.35
41 H -2.62 2.89 0.58
42 H -2.89 4.74 0.45
43 H -3.40 2.65 -1.68
44 H -2.69 4.19 -2.10
45 H -5.16 3.59 -0.80
46 C 1.58 3.75 -1.31
47 C 2.19 4.12 -2.65
48 O 2.43 2.94 -3.57
49 H 1.39 4.69 -0.83
50 H 2.19 3.21 -0.62
51 H 0.69 3.15 -1.52
52 H 3.15 4.57 -2.51
53 H 1.56 4.84 -3.17
54 H 3.25 2.52 -3.24
55 C -1.83 -6.42 1.53
56 C -3.30 -6.08 1.75
57 O -3.44 -4.64 1.40
58 H -1.56 -7.38 2.03
59 H -1.29 -5.63 2.07
60 H -1.56 -6.42 0.48
61 H -3.52 -6.19 2.80
62 H -4.07 -6.63 1.20
63 H -4.37 -4.51 1.42
64 C 6.09 -0.21 -1.71
65 C 6.28 1.24 -1.45
66 O 4.97 1.82 -1.24
67 H 7.07 -0.62 -1.98
68 H 5.33 -0.36 -2.41
69 H 5.81 -0.61 -0.72
70 H 6.71 1.70 -2.32
71 H 6.87 1.51 -0.50
72 H 4.41 1.22 -0.78
73 C 4.24 -1.92 6.19
74 C 2.82 -2.35 6.12
75 O 2.47 -2.40 4.69
76 H 4.38 -0.94 5.66
77 H 4.96 -2.66 5.98
78 H 4.53 -1.70 7.27
79 H 2.20 -1.74 6.77
80 H 2.67 -3.35 6.60
81 H 1.64 -1.94 4.52
82 C -5.72 0.22 -2.38
83 C -6.55 0.65 -1.13
84 O -6.65 2.05 -1.01
85 H -6.12 0.55 -3.29
86 H -5.62 -0.87 -2.35
87 H -4.70 0.72 -2.23
88 H -5.98 0.38 -0.26
89 H -7.47 0.13 -1.10
90 H -7.18 2.38 -1.77
91 C 3.80 -4.43 1.74
92 C 4.62 -4.41 3.03
93 O 3.87 -4.79 4.16
94 H 3.45 -5.41 1.42
95 H 4.44 -4.06 0.93
96 H 3.01 -3.68 1.80
97 H 4.95 -3.35 3.16
98 H 5.45 -5.11 2.97
99 H 3.12 -4.17 4.22
100 C -0.52 -0.13 -0.57
101 C 0.90 -0.37 -1.01
102 O 1.73 0.10 0.04
103 H -1.25 -0.52 -1.31
104 H -0.82 0.94 -0.45
105 H -0.67 -0.59 0.38
106 H 1.27 0.18 -1.81
107 H 1.05 -1.41 -1.19
108 H 2.38 -0.52 0.35
109 C 1.22 3.69 2.56
110 C 0.53 2.31 2.54
111 O 1.27 1.21 3.03
112 H 1.15 4.14 3.60
113 H 0.68 4.29 1.81
114 H 2.26 3.54 2.28
115 H 0.28 2.10 1.53
116 H -0.44 2.34 3.06
117 H 1.26 0.57 2.26
118 C 4.67 0.95 1.85
119 C 4.26 -0.03 2.93
120 O 3.41 -0.99 2.24
121 H 3.74 1.28 1.33
122 H 5.36 0.45 1.14
123 H 5.12 1.88 2.23
124 H 3.60 0.49 3.72
125 H 5.05 -0.51 3.41
126 H 2.93 -1.40 2.95

Properties
2S+1: 1
F_max (eV/A): 3.814
Relative energy (zero: lowest compared OMol25 entry of this formula, charge and spin) (kcal/mol): 78.1
Frontier orbital gap (eV): 10.0776
DFT total energy (Eh): -2170.3557

Atomic partial charges in e from the Löwdin method, atoms 1 to 99: -0.0866, -0.3026, -0.1221, 0.0737, 0.0723, 0.0398, 0.1031, 0.1123, 0.0387, -0.0851, -0.3016, -0.0953, 0.0520, 0.0616, 0.1071, 0.1214, 0.0883, 0.0561, -0.0890, -0.2650, -0.1003, 0.0685, 0.0606, 0.0854, 0.1036, 0.0902, 0.0471, -0.0794, -0.2522, -0.1359, 0.0709, 0.0757, 0.0584, 0.1186, 0.0951, -0.0084, -0.0747, -0.2532, -0.1054, 0.0440, 0.0846, 0.0840, 0.0974, 0.0974, 0.0749, -0.0824, -0.2158, -0.1222, 0.0706, 0.0599, 0.0547, 0.1000, 0.1157, 0.0837, -0.0745, -0.2568, -0.1011, 0.0849, 0.0541, 0.0634, 0.0939, 0.1084, 0.0435, -0.0903, -0.3121, -0.1096, 0.0898, 0.0665, 0.0723, 0.1023, 0.1368, 0.0275, -0.0927, -0.2597, -0.1246, 0.0827, 0.0513, 0.0953, 0.1115, 0.1207, 0.0463, -0.0591, -0.3020, -0.1008, 0.0435, 0.0634, 0.0879, 0.1038, 0.0890, 0.0867, -0.0865, -0.3164, -0.1018, 0.0701, 0.0705, 0.0509, 0.1039, 0.1075, 0.0507

***

(3)
ORCA calculation (ωB97M-V with the def2-TZVPD basis set) on a molecular structure, C14H14CaF3IN2O2 at a distorted geometry.

Cartesian coordinates (Å):
1 C -4.10 2.46 3.46
2 C -3.33 3.77 3.42
3 H -4.91 2.45 2.73
4 H -4.57 2.33 4.44
5 H -3.46 1.58 3.27
6 H -2.75 3.89 2.51
7 H -4.03 4.61 3.46
8 H -2.68 3.89 4.29
9 C -1.39 -2.24 -1.44
10 C -1.48 -3.09 -2.56
11 C -0.62 -2.86 -3.63
12 C 0.29 -1.80 -3.55
13 H -2.03 -2.36 -0.56
14 H -2.22 -3.89 -2.56
15 H -0.65 -3.49 -4.52
16 H 0.99 -1.59 -4.35
17 N -0.52 -1.22 -1.36
18 C 0.31 -0.98 -2.40
19 C 1.25 0.16 -2.24
20 N 1.14 0.86 -1.08
21 C 2.00 1.87 -0.85
22 C 3.07 1.58 -2.98
23 C 2.97 2.27 -1.78
24 H 1.89 2.37 0.12
25 H 3.63 3.12 -1.53
26 C 2.21 0.50 -3.21
27 H 2.25 -0.09 -4.12
28 H 3.81 1.85 -3.73
29 Ca -0.39 -0.03 0.86
30 I -2.87 -0.86 2.09
31 F 2.74 -3.12 3.91
32 C 2.82 -2.48 2.73
33 F 3.88 -1.61 2.79
34 F 3.10 -3.40 1.76
35 C 1.52 -1.68 2.32
36 O 0.53 -1.68 3.08
37 O 1.62 -1.08 1.20

Properties
2S+1: 1
F_max (eV/A): 1.947
Relative energy (zero: lowest compared OMol25 entry of this formula, charge and spin) (kcal/mol): 0.0
Frontier orbital gap (eV): 6.9251
DFT total energy (Eh): -2076.9575

The net atomic charges from natural (NBO), expressed in e, are: -0.6172, -0.6047, 0.1989, 0.1997, 0.2267, 0.1871, 0.1990, 0.1994, 0.0573, -0.2387, -0.1468, -0.2199, 0.2394, 0.2390, 0.2305, 0.2182, -0.5248, 0.1650, 0.1840, -0.5106, 0.0600, -0.1478, -0.2425, 0.1996, 0.2362, -0.2160, 0.2220, 0.2314, 1.7594, -0.8493, -0.3122, 0.8844, -0.3298, -0.3296, 0.6734, -0.6640, -0.8566

***

(4)
ORCA calculation (ωB97M-V with the def2-TZVPD basis set) on a molecular structure, C14H25I2OP2Tl at a distorted geometry.

Cartesian coordinates (Å):
1 I 0.58 0.15 -4.33
2 I 2.79 0.22 -2.51
3 Tl -0.87 0.36 -1.24
4 P 0.39 2.64 0.21
5 C 1.90 3.03 1.24
6 C 0.68 3.35 -1.48
7 H 0.81 4.44 -1.47
8 H -0.76 4.76 0.97
9 H -0.19 3.10 -2.11
10 H -1.89 3.49 0.41
11 H 2.78 2.56 0.78
12 H 1.57 2.89 -1.92
13 C -0.96 3.67 0.96
14 H 2.09 4.10 1.37
15 H -1.09 3.35 2.00
16 H 1.75 2.57 2.24
17 P -0.64 -2.52 -0.51
18 C 0.52 -3.71 0.32
19 C -2.31 -3.10 0.03
20 H -1.25 -2.12 -2.84
21 H -0.87 -3.85 -2.62
22 H 0.45 -2.66 -2.71
23 C -0.57 -2.84 -2.34
24 H -3.08 -2.42 -0.39
25 H -2.55 -4.13 -0.25
26 H 0.28 -4.78 0.16
27 H 0.49 -3.50 1.40
28 H -2.35 -3.02 1.13
29 H 1.55 -3.53 -0.04
30 C 2.32 -0.67 1.38
31 O 3.09 -0.94 2.18
32 C -2.25 0.28 1.67
33 C -1.81 -0.06 2.96
34 C -0.71 0.61 3.61
35 C -0.43 0.41 4.96
36 C -1.20 -0.50 5.72
37 C -2.23 -1.23 5.10
38 C -2.52 -1.04 3.75
39 H -3.01 -0.38 1.22
40 H -2.46 1.34 1.43
41 H 0.00 1.17 2.98
42 H 0.39 0.92 5.45
43 H -1.01 -0.60 6.80
44 H -2.78 -1.96 5.69
45 H -3.27 -1.70 3.27

Properties
2S+1: 1
F_max (eV/A): 3.655
Relative energy (zero: lowest compared OMol25 entry of this formula, charge and spin) (kcal/mol): 0.0
Frontier orbital gap (spin up / spin down) (eV): 4.2646 / 4.2630
Charge: +2
DFT total energy (Eh): -2073.6356

The net atomic charges from natural (NBO), expressed in e, are: 0.0869, 0.0634, 0.5393, 0.7267, -0.9216, -0.9369, 0.2598, 0.2641, 0.2373, 0.2367, 0.2531, 0.2559, -0.9351, 0.2579, 0.2280, 0.2285, 0.7390, -0.9240, -0.9314, 0.2338, 0.2589, 0.2535, -0.9340, 0.2340, 0.2624, 0.2571, 0.2397, 0.2252, 0.2533, 0.4964, -0.4670, -0.0471, -0.1898, -0.0101, -0.2515, 0.0072, -0.2379, -0.0493, 0.2240, 0.2497, 0.2256, 0.2603, 0.2639, 0.2658, 0.2483

***

(5)
ORCA calculation (ωB97M-V with the def2-TZVPD basis set) on C3H6N2S in the gas phase at a distorted geometry.

Cartesian coordinates (Å):
1 C 1.87 2.28 1.40
2 C -0.43 -0.08 0.35
3 C -0.21 -1.21 -0.57
4 H 2.27 1.58 2.14
5 H 2.76 2.08 0.81
6 H 1.62 3.19 1.91
7 H -0.38 2.37 1.35
8 H -1.27 0.38 0.60
9 H 0.81 -1.85 -0.83
10 N 0.57 1.76 1.09
11 N 0.66 0.66 0.51
12 S -1.36 -1.92 -1.52

Properties
2S+1: 1
F_max (eV/A): 6.946
SMILES string: CN/N=C/C=S
Relative energy (zero: lowest compared OMol25 entry of this formula, charge and spin) (kcal/mol): 104.6
Frontier orbital gap (eV): 7.9123
DFT total energy (Eh): -625.4553

The net atomic charges from natural (NBO), expressed in e, are: -0.4388, -0.1538, -0.3156, 0.1929, 0.2414, 0.2052, 0.3678, 0.1739, 0.2471, -0.3504, -0.1192, -0.0505

***

(6)
ORCA calculation (ωB97M-V with the def2-TZVPD basis set) on 2 unconnected molecules or ions with the total composition C4H6N9 at a distorted geometry.

Cartesian coordinates (Å):
1 C 1.32 0.08 -1.18
2 C 3.35 -0.30 0.46
3 C -1.31 0.99 0.59
4 C -1.72 0.09 -0.55
5 N 1.47 0.74 -2.10
6 N 4.32 0.01 -0.08
7 N -0.73 1.99 0.97
8 N -1.71 0.00 -1.86
9 N 0.66 -0.58 -0.23
10 N 2.33 -0.66 1.19
11 N -1.95 0.09 1.47
12 N 1.11 -0.84 0.85
13 N -2.17 -0.82 0.25
14 H -1.21 0.69 -2.40
15 H -1.88 -0.97 -2.38
16 H -0.08 2.45 0.33
17 H 2.48 -0.97 2.13
18 H -1.56 -0.34 2.34
19 H -2.70 -1.64 0.19

Properties
2S+1: 1
F_max (eV/A): 3.611
Relative energy (zero: lowest compared OMol25 entry of this formula, charge and spin) (kcal/mol): 24.4
Frontier orbital gap (eV): 9.1205
Charge: +1
DFT total energy (Eh): -648.3492

The net atomic charges from natural (NBO), expressed in e, are: 0.2898, 0.3093, 0.3794, 0.4816, -0.2636, -0.1673, -0.5419, -0.7218, -0.3030, -0.4019, -0.4229, 0.1288, -0.3739, 0.4498, 0.4558, 0.3932, 0.4431, 0.4244, 0.4412